(1)
{
  "formula": "C45H44AuClIN3O",
  "method": "the ωB97M-V functional and the def2-TZVPD basis",
  "lumo_energy_ev": 3.85,
  "relative_energy_kcal_mol": 0.0,
  "orbital_gap_ev": 3.96,
  "e_homo_ev": -0.110,
  "energy_ha": -2874.35401,
  "multiplicity": 1,
  "charge": -2,
  "symbols": ["Au", "Cl", "C", "C", "C", "I", "C", "O", "C", "N", "C", "C", "C", "C", "H", "H", "H", "H", "C", "C", "C", "C", "C", "C", "C", "C", "C", "C", "C", "C", "N", "C", "C", "N", "C", "C", "C", "C", "C", "C", "C", "C", "C", "C", "C", "C", "C", "C", "C", "C", "C", "C", "C", "C", "C", "C", "H", "H", "H", "H", "H", "H", "H", "H", "H", "H", "H", "H", "H", "H", "H", "H", "H", "H", "H", "H", "H", "H", "H", "H", "H", "H", "H", "H", "H", "H", "H", "H", "H", "H", "H", "H", "H", "H", "H", "H"],
  "coordinates": [[0.0688, 0.0458, 0.6517], [5.2065, -2.4903, 5.4169], [4.2282, -2.0720, 4.0186], [4.6995, -2.3427, 2.7641], [3.9535, -2.0263, 1.6257], [4.7431, -2.4544, -0.2540], [2.6844, -1.4098, 1.6728], [2.0158, -1.1078, 0.6490], [2.1984, -1.1534, 3.0394], [0.9787, -0.5974, 3.1238], [0.4630, -0.3160, 4.2896], [1.1462, -0.5721, 5.4945], [2.3860, -1.1442, 5.4420], [2.9602, -1.4662, 4.1916], [5.6687, -2.8097, 2.6498], [-0.5293, 0.1310, 4.2904], [0.6878, -0.3157, 6.4416], [2.9399, -1.3592, 6.3461], [-1.7102, -0.8834, -3.3509], [-2.4493, 0.0274, -2.3663], [-3.3048, 1.0548, -3.1068], [-3.2515, -0.8097, -1.3859], [-4.2308, -1.6686, -1.8682], [-4.9095, -2.5342, -1.0237], [-4.5673, -2.5549, 0.3214], [-3.6063, -1.7000, 0.8521], [-3.2923, -1.8175, 2.3373], [-1.9135, -2.4389, 2.5641], [-3.4494, -0.5150, 3.1298], [-2.9621, -0.7673, 0.0025], [-2.0962, 0.1895, 0.5331], [-2.4890, 1.5131, 0.3497], [-1.5895, 2.5706, 0.2955], [-0.2459, 2.4031, 0.3634], [0.5817, 3.4458, -0.0264], [1.5212, 3.9954, 0.8820], [2.3297, 5.0537, 0.4780], [2.2633, 5.5857, -0.8002], [1.3730, 5.0246, -1.7049], [0.5410, 3.9720, -1.3470], [-0.3444, 3.3329, -2.4035], [0.4484, 2.2604, -3.1549], [-0.9620, 4.3452, -3.3673], [1.7347, 3.4616, 2.2911], [2.6376, 2.2252, 2.2564], [0.4648, 3.2074, 3.1087], [-2.3661, 3.8396, 0.2256], [-2.0708, 5.1779, 0.1953], [-3.1437, 6.1180, 0.1191], [-4.4584, 5.7392, 0.0767], [-4.7916, 4.3520, 0.1220], [-6.1059, 3.7861, 0.1113], [-6.2392, 2.4259, 0.1826], [-5.1288, 1.5327, 0.2737], [-3.8531, 2.0492, 0.2878], [-3.7361, 3.4700, 0.2020], [-1.0959, -0.2924, -4.0358], [-2.4116, -1.4749, -3.9500], [-1.0533, -1.5735, -2.8157], [-1.6955, 0.5590, -1.7884], [-4.0738, 0.5633, -3.7149], [-2.6830, 1.6553, -3.7787], [-3.8042, 1.7293, -2.4077], [-4.4584, -1.6677, -2.9310], [-5.6793, -3.1947, -1.4066], [-5.0711, -3.2455, 0.9926], [-4.0341, -2.5215, 2.7355], [-1.1271, -1.7998, 2.1603], [-1.8430, -3.4120, 2.0705], [-1.7250, -2.5809, 3.6345], [-2.7213, 0.2257, 2.7999], [-3.3049, -0.7142, 4.1990], [-4.4472, -0.0893, 2.9941], [3.0288, 5.4706, 1.1985], [2.9023, 6.4128, -1.0892], [1.3300, 5.4152, -2.7169], [-1.1626, 2.8249, -1.8988], [1.3202, 2.7029, -3.6497], [-0.1719, 1.7798, -3.9185], [0.7990, 1.4912, -2.4614], [-0.2097, 4.7982, -4.0214], [-1.4694, 5.1446, -2.8214], [-1.6975, 3.8543, -4.0101], [2.2879, 4.2513, 2.8136], [2.1817, 1.4407, 1.6488], [2.7987, 1.8243, 3.2637], [3.6098, 2.4686, 1.8194], [-0.0605, 2.3203, 2.7597], [-0.2256, 4.0525, 3.0335], [0.7343, 3.0717, 4.1630], [-1.0512, 5.5427, 0.2248], [-2.8972, 7.1744, 0.0877], [-5.2457, 6.4843, 0.0120], [-6.9776, 4.4291, 0.0436], [-7.2355, 1.9947, 0.1683], [-5.3144, 0.4662, 0.3175]],
  "atomic_forces_ev_per_a": [[-0.155, -0.483, -0.223], [-0.013, 0.008, -0.010], [-0.053, 0.030, -0.019], [-0.015, -0.004, -0.047], [-0.051, 0.038, 0.094], [0.009, -0.007, -0.046], [0.009, -0.017, 0.072], [-0.012, 0.160, 0.021], [-0.009, -0.020, -0.115], [0.001, 0.043, 0.035], [-0.009, 0.015, 0.138], [-0.070, 0.037, -0.053], [0.043, -0.039, -0.022], [0.023, 0.001, 0.030], [0.014, -0.003, 0.004], [0.072, -0.031, -0.006], [0.003, 0.000, 0.001], [0.007, 0.001, 0.013], [-0.003, -0.040, -0.032], [-0.032, -0.055, 0.011], [-0.036, 0.023, -0.021], [-0.005, 0.022, 0.082], [-0.004, -0.019, 0.016], [0.015, 0.020, 0.002], [0.038, -0.006, 0.056], [0.044, 0.015, 0.004], [-0.044, 0.050, -0.040], [0.005, -0.044, 0.001], [-0.001, 0.005, 0.012], [0.046, -0.038, -0.065], [0.049, 0.322, 0.010], [-0.098, -0.075, -0.035], [0.126, -0.053, 0.001], [0.025, 0.364, 0.006], [-0.074, -0.086, 0.044], [0.024, -0.018, -0.008], [-0.015, -0.050, 0.022], [0.011, -0.002, -0.001], [-0.022, 0.008, 0.021], [0.025, 0.021, -0.029], [0.046, 0.001, 0.009], [0.043, -0.011, -0.010], [0.014, 0.016, -0.030], [-0.043, 0.032, -0.039], [-0.013, -0.047, -0.005], [-0.006, 0.013, 0.004], [-0.016, -0.040, 0.015], [-0.027, 0.053, 0.020], [0.062, -0.031, -0.004], [-0.017, -0.052, -0.020], [-0.034, 0.049, 0.031], [0.018, 0.023, -0.024], [0.052, -0.063, 0.012], [-0.074, 0.016, 0.004], [0.121, -0.047, -0.001], [0.041, -0.025, -0.017], [-0.015, -0.018, 0.016], [0.036, 0.031, 0.022], [-0.031, 0.029, -0.013], [0.054, 0.054, 0.050], [0.027, 0.015, 0.031], [-0.014, -0.015, 0.018], [0.018, -0.027, -0.020], [-0.003, -0.008, 0.026], [-0.001, 0.002, -0.006], [-0.006, 0.005, -0.013], [-0.007, -0.012, 0.010], [-0.022, 0.003, 0.004], [-0.004, 0.007, 0.014], [-0.004, 0.007, -0.031], [-0.017, -0.037, 0.010], [-0.018, -0.007, -0.042], [0.016, 0.008, -0.014], [-0.002, 0.006, -0.014], [-0.011, -0.003, -0.003], [0.009, -0.003, 0.040], [-0.065, 0.000, 0.010], [-0.026, -0.009, 0.012], [0.017, 0.015, 0.030], [-0.016, 0.032, -0.026], [-0.029, -0.009, 0.013], [0.011, -0.029, -0.012], [0.009, -0.010, 0.010], [0.026, 0.012, 0.027], [0.004, 0.015, 0.017], [-0.010, 0.026, -0.035], [-0.019, -0.005, 0.012], [0.018, 0.005, -0.002], [0.012, -0.021, 0.005], [-0.010, 0.008, -0.028], [-0.017, -0.020, -0.011], [0.006, -0.007, 0.004], [0.017, -0.015, 0.007], [0.016, -0.012, 0.006], [0.005, -0.001, 0.002], [0.008, 0.010, 0.004]],
  "mulliken_charge": [0.590, -0.333, 0.527, -0.457, -0.390, -0.039, 0.735, -0.575, -0.061, 0.420, -0.403, -1.180, -1.015, 0.198, 0.363, 0.479, 0.418, 0.379, -1.715, 2.189, -1.327, 0.165, -0.362, -1.521, -0.857, 0.800, 0.543, -1.259, -1.182, -0.344, 0.520, -0.301, -0.393, 0.896, -1.065, 0.940, -0.690, -1.569, -0.325, -0.033, 3.140, -1.499, -1.895, 0.290, -1.163, -1.208, 0.101, 0.424, -1.043, -0.912, 1.377, -1.007, -1.153, 0.668, -0.238, -0.601, 0.416, 0.325, 0.388, -0.955, 0.485, 0.265, 0.128, 0.326, 0.301, 0.307, 0.511, -0.086, 0.358, 0.419, -0.214, 0.504, 0.388, 0.329, 0.310, 0.234, -1.423, 0.398, 0.343, 0.200, 0.393, 0.377, 0.369, 0.553, 0.037, 0.396, 0.435, -0.270, 0.440, 0.477, 0.516, 0.399, 0.359, 0.332, 0.404, 0.481]
}



(2)
{
  "formula": "C27H37B2Br51N5O4",
  "method": "the ωB97M-V functional and the def2-TZVPD basis",
  "lumo_energy_ev": -3.81,
  "orbital_gap_ev": 7.25,
  "e_homo_ev": -11.061,
  "energy_ha": -132949.82451,
  "multiplicity": 1,
  "charge": 1,
  "symbols": ["C", "C", "N", "C", "B", "N", "O", "C", "B", "O", "O", "N", "C", "C", "N", "C", "C", "C", "O", "C", "N", "H", "H", "H", "H", "H", "H", "H", "H", "H", "H", "H", "H", "H", "H", "H", "H", "H", "H", "H", "H", "C", "Br", "Br", "Br", "H", "C", "Br", "Br", "Br", "H", "C", "Br", "Br", "Br", "H", "C", "Br", "Br", "Br", "H", "C", "Br", "Br", "Br", "H", "C", "Br", "Br", "Br", "H", "C", "Br", "Br", "Br", "H", "C", "Br", "Br", "Br", "H", "C", "Br", "Br", "Br", "H", "C", "Br", "Br", "Br", "H", "C", "Br", "Br", "Br", "H", "C", "Br", "Br", "Br", "H", "C", "Br", "Br", "Br", "H", "C", "Br", "Br", "Br", "H", "C", "Br", "Br", "Br", "H", "C", "Br", "Br", "Br", "H", "C", "Br", "Br", "Br", "H"],
  "coordinates": [[2.4766, 1.8034, 1.7258], [1.9285, 0.5495, 1.7145], [0.8932, 0.0682, 0.8167], [-0.3919, 0.4997, 0.5487], [-1.1130, 1.7501, 1.1840], [-0.5946, 2.4773, 2.3296], [-2.2960, 2.2292, 0.6606], [-0.9448, -0.3588, -0.3737], [-2.4062, -0.3868, -1.0106], [-3.4613, -0.3311, -0.1739], [-2.6625, -0.5211, -2.3538], [0.0780, -1.2553, -0.6165], [-0.1279, -2.3791, -1.5478], [-0.9852, -3.4364, -0.7776], [-0.7281, -3.7740, 0.3982], [1.1515, -1.0091, 0.0851], [2.4311, -1.7869, 0.1089], [3.6000, -0.9398, -0.4127], [3.5270, -0.9406, -1.8420], [5.0005, -1.4472, 0.0064], [4.9856, -2.4480, 1.1002], [3.4967, 1.9445, 1.3484], [2.0009, 2.6836, 2.1515], [2.3288, -0.1832, 2.4161], [0.0064, 3.2374, 2.0385], [-0.1354, 1.8627, 2.9938], [-2.1704, 2.5441, -0.2439], [-3.1296, -0.1224, 0.7214], [-2.6099, 0.3222, -2.8154], [-0.6011, -2.0547, -2.4735], [0.8135, -2.8755, -1.7962], [-1.8725, -3.8601, -1.2519], [0.1060, -3.2812, 0.7366], [2.3587, -2.6856, -0.5112], [2.5500, -2.1483, 1.1351], [3.5201, 0.1107, -0.1123], [3.7285, -0.0491, -2.1465], [5.5896, -1.7938, -0.8432], [5.5464, -0.5660, 0.3897], [5.9379, -2.4894, 1.4486], [4.4543, -2.0322, 1.8607], [0.3471, -2.2405, 5.0564], [0.1862, -1.5106, 3.2717], [1.8503, -3.4300, 5.1922], [0.3911, -0.8515, 6.3846], [-0.5426, -2.8311, 5.2401], [5.2504, -4.8625, -2.5154], [5.1258, -3.1879, -3.4375], [6.7402, -4.9717, -1.3012], [3.5671, -5.1495, -1.6236], [5.3893, -5.6332, -3.2605], [0.2439, -7.8645, -1.3154], [0.7835, -8.3157, -3.1125], [-0.2323, -5.9946, -1.1475], [-1.1676, -9.0095, -0.6819], [1.1007, -8.0300, -0.6760], [5.3823, 1.9526, -4.0161], [3.5599, 2.5407, -3.7351], [6.3716, 1.8630, -2.3700], [5.3849, 0.2890, -4.9700], [5.8708, 2.6924, -4.6323], [-0.5715, 2.9826, -4.4937], [-0.3357, 2.6909, -2.5966], [0.4707, 1.7446, -5.5328], [-2.4322, 2.9469, -4.9916], [-0.2009, 3.9752, -4.7122], [-5.5156, -0.6937, 2.7445], [-7.0721, -0.0172, 3.6499], [-4.0622, 0.5783, 2.7607], [-4.9638, -2.4026, 3.4444], [-5.7893, -0.8477, 1.7091], [6.3468, 3.3840, 1.3434], [6.1068, 4.0614, 3.1282], [6.4562, 1.4564, 1.3207], [5.0045, 4.0570, 0.1370], [7.2957, 3.7587, 0.9807], [-6.9300, -4.6567, 6.1466], [-5.4325, -5.6741, 5.4805], [-8.3449, -4.5318, 4.8454], [-7.5636, -5.3436, 7.8320], [-6.5755, -3.6511, 6.3266], [8.3720, 3.7014, -6.9481], [6.5671, 4.3236, -6.6816], [9.3244, 3.5691, -5.2779], [8.4175, 2.0495, -7.9362], [8.8776, 4.4460, -7.5472], [9.4819, 6.1416, 0.3523], [9.2214, 6.8358, 2.1280], [9.6632, 4.2198, 0.3555], [8.0880, 6.7126, -0.8553], [10.4122, 6.5481, -0.0189], [-0.8451, -5.8189, 3.5151], [-0.4452, -6.3048, 5.3368], [-0.5809, -7.2978, 2.3111], [-2.6144, -5.0682, 3.3544], [-0.1446, -5.0444, 3.2298], [-11.1358, 1.0615, 3.2197], [-10.1669, 0.8834, 4.8777], [-11.4078, -0.6435, 2.3656], [-12.7930, 2.0111, 3.4616], [-10.5232, 1.6556, 2.5563], [4.6529, 8.2017, 0.5078], [4.0689, 7.5495, 2.2235], [3.6169, 7.4408, -0.9330], [4.6632, 10.1253, 0.4362], [5.6742, 7.8715, 0.3729], [-8.5636, -9.0276, 6.2266], [-7.0671, -10.0434, 5.5584], [-9.9801, -8.9032, 4.9260], [-9.1978, -9.7143, 7.9114], [-8.2093, -8.0214, 6.4073], [6.6673, 8.8507, -6.2387], [8.3940, 8.1238, -6.7016], [5.4188, 8.7111, -7.6988], [5.9645, 8.0680, -4.6196], [6.8113, 9.9037, -6.0426], [-4.4966, 4.3064, -8.6452], [-2.7206, 3.6728, -9.0474], [-5.7007, 4.0512, -10.1232], [-5.1833, 3.5155, -7.0237], [-4.4237, 5.3707, -8.4722], [-16.2975, 0.0141, 3.3980], [-17.9548, 0.9187, 3.7826], [-16.2959, -1.7932, 4.0658], [-15.8672, 0.0803, 1.5207], [-15.5153, 0.5463, 3.9213]],
  "atomic_forces_ev_per_a": [[-0.294, 0.314, 0.161], [0.328, 0.520, -0.439], [-0.470, 0.887, 1.942], [-1.562, 0.659, 0.126], [0.097, 0.752, 0.742], [-0.097, -1.326, -0.244], [0.895, 0.293, -0.616], [1.145, 0.533, 0.603], [-0.737, -0.141, -0.076], [0.762, 0.042, 0.237], [0.484, 0.079, 0.139], [-1.302, -1.206, -2.553], [-0.389, -1.131, 0.663], [-0.299, 1.519, -0.850], [0.150, 0.276, 0.910], [1.280, -0.512, 0.254], [-0.288, 0.088, 0.023], [0.931, -0.120, -0.680], [-0.590, 0.135, 0.186], [0.379, 0.586, 1.202], [-0.199, 0.329, -0.419], [0.602, -0.434, 2.104], [-0.640, 0.434, -1.872], [1.013, -0.778, -1.593], [-0.280, 0.378, 0.401], [0.444, 0.354, 0.013], [-0.552, -0.260, -0.236], [-0.676, -0.215, -0.120], [0.039, -0.065, -0.378], [-0.007, 0.245, 0.233], [0.024, 0.343, -0.021], [0.171, 0.116, -0.188], [-0.053, -0.163, 0.192], [0.016, 0.200, 0.053], [0.257, 0.101, -0.129], [-0.164, -0.306, 0.325], [0.010, -0.018, -0.162], [-0.457, -0.296, -0.064], [-0.280, -0.270, -0.566], [-0.019, -0.337, 0.050], [0.129, -0.138, 0.179], [-0.036, -0.160, 0.326], [-0.290, -0.211, 0.245], [0.049, 0.211, -0.112], [0.029, -0.062, -0.173], [-0.024, 0.024, -0.093], [-0.057, 0.112, -0.014], [0.383, 0.068, -0.196], [-0.116, 0.099, -0.101], [-0.119, -0.346, 0.144], [-0.102, -0.079, 0.087], [0.055, -0.038, -0.308], [-0.048, 0.031, 0.125], [0.435, -1.401, -0.141], [0.058, 0.042, -0.135], [-0.013, 0.047, 0.002], [-0.019, 0.018, 0.037], [0.189, 0.025, 0.188], [-0.046, -0.232, -0.113], [0.103, -0.035, -0.013], [-0.023, 0.039, -0.090], [-0.161, -0.005, -0.313], [0.102, -0.093, 0.122], [-0.172, 0.019, 0.088], [0.256, -0.031, 0.096], [0.001, -0.012, 0.092], [-0.121, -0.153, -0.025], [0.176, -0.061, -0.075], [-0.127, 0.146, 0.430], [-0.047, 0.100, 0.041], [0.070, 0.025, -0.008], [-0.022, 0.228, 0.122], [-0.014, -0.089, -0.114], [0.083, 0.362, 0.063], [-0.091, 0.055, 0.172], [-0.102, -0.089, 0.069], [-0.033, 0.059, -0.007], [-0.152, 0.049, 0.047], [0.081, -0.060, 0.077], [0.012, -0.037, -0.113], [0.008, -0.017, -0.008], [0.083, -0.056, -0.034], [-0.002, 0.043, -0.027], [-0.107, -0.018, -0.054], [-0.028, 0.093, 0.111], [-0.034, 0.019, 0.022], [-0.058, 0.115, 0.073], [-0.048, -0.078, -0.132], [0.192, 0.075, -0.065], [0.048, -0.080, 0.032], [-0.011, -0.034, -0.024], [0.090, -0.016, -0.047], [-0.143, -0.040, -0.051], [-0.119, 0.110, 0.227], [0.233, -0.091, -0.022], [-0.011, -0.008, -0.017], [-0.008, -0.068, -0.076], [-0.136, 0.026, 0.007], [0.001, 0.087, 0.086], [0.078, -0.028, 0.021], [-0.009, 0.007, 0.023], [0.059, 0.050, 0.050], [0.003, 0.031, -0.099], [0.035, 0.043, 0.007], [-0.029, -0.151, -0.006], [-0.027, -0.027, 0.006], [0.011, 0.041, -0.004], [-0.096, 0.053, 0.038], [0.084, -0.024, 0.076], [0.041, 0.036, -0.114], [-0.002, -0.015, 0.003], [0.007, -0.028, -0.034], [-0.125, 0.005, 0.058], [0.086, -0.048, 0.109], [0.036, -0.006, -0.080], [0.005, -0.018, 0.006], [0.030, 0.018, -0.073], [-0.099, 0.009, 0.034], [0.086, -0.023, 0.118], [-0.127, 0.012, -0.115], [0.001, -0.022, 0.021], [0.002, -0.002, 0.011], [0.088, -0.067, -0.037], [-0.008, 0.101, -0.053], [-0.035, -0.017, 0.085], [0.004, -0.024, -0.014]],
  "mulliken_charge": [-0.582, -0.112, 1.513, -0.621, 0.687, -0.664, -0.547, -1.110, 1.298, -0.407, -0.672, 0.614, -0.669, -0.487, -0.192, -0.378, -0.497, 1.439, -0.262, 0.326, -0.542, -0.452, 0.268, 0.360, 0.256, 0.258, 0.251, 0.039, 0.204, 0.383, 0.368, 0.612, 0.020, -0.165, 0.547, -0.064, -0.048, 0.311, -1.063, 0.321, 0.245, -0.303, 0.265, -0.049, -0.036, 0.316, -0.473, -0.051, -0.012, 0.083, 0.401, -0.380, -0.055, 0.249, -0.053, 0.378, 0.246, 0.034, 0.080, -0.004, -0.335, -0.421, 0.014, -0.020, 0.017, 0.424, -0.468, 0.050, -0.076, 0.107, 0.403, 0.783, -0.050, -0.110, 0.203, -0.702, -0.471, 0.035, 0.028, -0.054, 0.430, -0.349, -0.013, -0.002, -0.008, 0.350, -0.378, -0.012, -0.043, 0.001, 0.384, -0.018, -0.034, 0.025, 0.101, -0.086, -0.286, -0.059, 0.011, -0.042, 0.350, 0.178, -0.027, -0.035, -0.030, -0.139, 0.314, -0.011, -0.009, -0.003, -0.306, -0.413, -0.010, -0.015, 0.074, 0.369, -0.313, -0.023, -0.015, -0.056, 0.378, -0.115, -0.010, -0.004, -0.003, 0.123]
}